1 | {
  "formula": "C6H8N2",
  "method": "the ωB97M-V functional and the def2-TZVPD basis",
  "gap_ev": 9.8,
  "smiles": "C#C[C@@H]1CN1/N=C\\C",
  "homo_ev": -8.83,
  "symbols": ["C", "C", "C", "C", "C", "C", "H", "H", "H", "H", "H", "H", "H", "H", "N", "N"],
  "coordinates": [[-0.750, 1.649, 0.918], [-1.367, 1.313, -0.458], [0.706, -1.091, -1.756], [0.209, -0.944, -0.232], [0.933, -1.071, 1.034], [1.561, -1.594, 1.974], [-1.194, 2.565, 1.322], [-1.002, 0.881, 1.860], [0.312, 1.676, 0.840], [-2.137, 1.830, -0.839], [-0.029, -1.719, -2.460], [1.741, -1.201, -1.964], [-0.835, -1.378, -0.107], [2.303, -1.914, 2.627], [-0.839, 0.772, -1.496], [0.389, 0.227, -1.265]]
}

=====

2 | {
  "formula": "C6H8N2",
  "method": "the ωB97M-V functional and the def2-TZVPD basis",
  "gap_ev": 8.8,
  "smiles": "C=C=NN1C(C)=C1C",
  "homo_ev": -7.92,
  "symbols": ["C", "C", "C", "C", "C", "C", "N", "N", "H", "H", "H", "H", "H", "H", "H", "H"],
  "coordinates": [[-0.654, 0.695, 0.014], [-1.327, -0.377, 0.286], [2.030, -0.676, 1.160], [3.327, -0.626, 1.127], [-0.201, 1.875, -0.722], [-2.295, -1.453, 0.092], [-0.258, -0.055, 1.238], [0.840, -0.914, 1.198], [3.872, -0.815, 0.218], [3.904, -0.428, 2.012], [-1.059, 2.482, -1.012], [0.336, 1.589, -1.627], [0.459, 2.472, -0.092], [-3.235, -1.203, 0.587], [-1.903, -2.365, 0.538], [-2.490, -1.614, -0.965]]
}

=====

3 | {
  "formula": "C6H8N2",
  "method": "the ωB97M-V functional and the def2-TZVPD basis",
  "gap_ev": 9.2,
  "smiles": "N#CC1=C(N)CCC1",
  "homo_ev": -8.37,
  "symbols": ["C", "C", "C", "C", "C", "C", "N", "N", "H", "H", "H", "H", "H", "H", "H", "H"],
  "coordinates": [[-2.294, 0.472, -0.092], [-0.027, 1.540, 0.036], [-0.966, 0.314, -0.075], [1.561, 1.105, -0.093], [1.187, -0.613, 0.089], [-0.357, -0.905, -0.080], [-3.423, 0.451, -0.097], [-0.896, -2.163, -0.030], [-0.288, 2.025, 0.886], [-0.329, 2.277, -0.636], [2.397, 1.499, 0.582], [1.993, 1.288, -1.109], [1.933, -1.141, -0.635], [1.513, -0.938, 1.212], [-0.242, -2.868, -0.295], [-1.762, -2.344, 0.335]]
}

=====

The structure with the least stability is 1.

=====

1 | {
  "formula": "C6H8N2",
  "method": "the ωB97M-V functional and the def2-TZVPD basis",
  "gap_ev": 7.8,
  "smiles": "C1=CN2NCC=C2C1",
  "homo_ev": -6.68,
  "symbols": ["C", "C", "C", "C", "C", "C", "N", "N", "H", "H", "H", "H", "H", "H", "H", "H"],
  "coordinates": [[-1.431, 0.603, -1.541], [0.474, -1.308, 0.837], [-0.540, 1.441, -0.943], [-0.297, -0.558, 0.077], [-1.461, -0.672, -0.915], [1.694, -0.404, 1.301], [1.256, 0.980, 0.770], [0.082, 0.782, 0.090], [-2.158, 0.923, -2.200], [0.474, -2.303, 0.785], [-0.441, 2.466, -1.189], [-2.398, -1.018, -0.467], [-1.054, -1.563, -1.510], [1.874, -0.322, 2.414], [2.642, -0.646, 0.918], [1.283, 1.598, 1.571]]
}

=====

2 | {
  "formula": "C6H8N2",
  "method": "the ωB97M-V functional and the def2-TZVPD basis",
  "gap_ev": [7.5, 7.6],
  "smiles": "C=c1[nH]cn/c1=C\\C",
  "homo_ev": [-7.60, -7.13],
  "symbols": ["C", "C", "C", "C", "C", "C", "N", "N", "H", "H", "H", "H", "H", "H", "H", "H"],
  "coordinates": [[1.562, 1.566, -0.310], [-0.036, 0.131, -0.043], [1.179, -0.619, 0.001], [1.513, -1.930, 0.203], [-1.669, -0.374, 0.000], [-2.758, 0.645, 0.155], [0.257, 1.439, -0.284], [2.193, 0.354, -0.072], [2.043, 2.411, -0.505], [2.547, -2.320, 0.233], [0.802, -2.590, -0.060], [-1.881, -1.489, 0.192], [-3.511, 0.113, 0.735], [-3.206, 1.061, -0.714], [-2.189, 1.354, 0.765], [3.153, 0.249, -0.296]]
}

=====

The structure with the least stability is 2.

=====

1 | {
  "formula": "CH3FO2S",
  "method": "the ωB97M-V functional and the def2-TZVPD basis",
  "gap_ev": 11.2,
  "smiles": "CS(=O)(=O)F",
  "homo_ev": -11.63,
  "symbols": ["C", "O", "O", "F", "S", "H", "H", "H"],
  "coordinates": [[-1.012, -0.439, -0.278], [1.262, -0.308, 1.363], [0.723, 1.885, 0.427], [1.987, 0.024, -0.915], [0.872, 0.471, 0.247], [-0.998, -1.496, -0.144], [-1.467, 0.102, 0.542], [-1.368, -0.240, -1.243]]
}

=====

2 | {
  "formula": "CH3FO2S",
  "method": "the ωB97M-V functional and the def2-TZVPD basis",
  "gap_ev": [9.7, 9.4],
  "homo_ev": [-11.33, -10.51],
  "symbols": ["C", "O", "O", "F", "S", "H", "H", "H"],
  "coordinates": [[1.126, 0.362, -0.887], [0.145, 2.600, -0.111], [1.870, 1.630, 1.341], [2.017, -0.577, -0.583], [0.701, 1.462, 0.509], [-0.859, -0.391, -1.895], [1.608, 0.858, -1.737], [-0.344, 1.079, 1.401]]
}

=====

3 | {
  "formula": "CH3FO2S",
  "method": "the ωB97M-V functional and the def2-TZVPD basis",
  "gap_ev": 12.3,
  "smiles": "CS(=O)(=O)F",
  "homo_ev": -12.37,
  "symbols": ["C", "O", "O", "F", "S", "H", "H", "H"],
  "coordinates": [[-0.929, 0.007, -0.021], [1.406, -0.722, -1.247], [1.287, -0.733, 1.235], [1.351, 1.612, -0.116], [0.856, -0.179, -0.045], [-1.502, 0.605, -0.684], [-1.384, -0.981, -0.035], [-1.086, 0.391, 0.913]]
}

=====

The structure with the least stability is 2.

=====

1 | {
  "formula": "H6OSi2",
  "method": "the ωB97M-V functional and the def2-TZVPD basis",
  "gap_ev": 10.3,
  "smiles": "O[SiH2][SiH3]",
  "homo_ev": -10.12,
  "symbols": ["O", "Si", "Si", "H", "H", "H", "H", "H", "H"],
  "coordinates": [[-0.590, 0.629, -1.951], [0.708, -0.483, 0.727], [-1.236, 0.507, -0.099], [-1.095, 0.082, -2.628], [2.090, 0.105, 0.119], [0.707, -0.458, 2.238], [0.466, -1.885, 0.337], [-2.107, -0.799, -0.201], [-2.133, 1.760, -0.010]]
}

=====

2 | {
  "formula": "H6OSi2",
  "method": "the ωB97M-V functional and the def2-TZVPD basis",
  "gap_ev": 10.2,
  "smiles": "O=[SiH2].[SiH4]",
  "homo_ev": -10.62,
  "symbols": ["O", "Si", "Si", "H", "H", "H", "H", "H", "H"],
  "coordinates": [[1.237, 0.483, 0.321], [-1.775, -0.718, 0.664], [2.135, 0.862, -0.806], [-1.022, -1.956, 0.969], [-3.113, -0.779, 1.217], [-1.658, -0.512, -0.904], [3.275, 0.133, -1.224], [-0.879, 0.257, 1.158], [1.800, 2.231, -1.394]]
}

=====

The structure with the least stability is 2.